No. 1
The following is a DFT calculation (ωB97M-V/def2-TZVPD) of a gas-phase ion, C9H11N4 (charge +1) in a non-equilibrium geometry.

Summary:
HOMO level = -0.431 Ha
ΔE to the lowest compared entry with this formula, charge and spin = 79.5 kcal per mole
Kohn-Sham gap = 7.88 eV
charge = +1

Each line ends with the natural charge from an NBO analysis.
Positions of all 24 atoms, in Å:
H -2.6899 3.1147 -1.4941  0.41
C -0.9777 -2.1978 -1.5007  -0.23
H 3.0312 -0.5256 3.1252  0.46
N -2.1720 2.3937 -1.0231  -0.80
H -1.7882 -2.5297 -2.1288  0.24
C 0.0516 1.7768 -0.2693  -0.39
H -2.6583 1.9474 -0.2655  0.38
C 1.0595 -1.2814 0.1137  -0.01
H 1.1072 1.9175 -0.4234  0.23
N 0.4356 0.7916 1.9012  -0.32
C -1.1042 -1.0355 -0.7883  0.04
H -0.4139 3.1826 -1.7239  0.22
C -0.8181 2.4839 -1.0050  0.08
H 2.1582 -2.9962 -0.5166  0.23
C 0.2016 -2.9387 -1.4034  -0.12
C -0.3075 0.6880 0.7004  0.09
C 1.2225 -2.4668 -0.6064  -0.29
H 2.8146 1.1068 3.6736  0.46
C 1.4928 0.4339 2.3221  0.77
H 0.3088 -3.8661 -1.9443  0.24
H -1.9903 -0.4221 -0.8525  0.22
H -1.3630 0.7321 0.9919  0.22
N -0.0919 -0.6360 0.0079  -0.34
N 2.4914 0.3272 3.1096  -0.79

No. 2
The following is a DFT calculation (ωB97M-V/def2-TZVPD) of a molecular structure, C44H33BrN9O5S2SiW in a non-equilibrium geometry.

Summary:
HOMO level = -0.356 Ha
ΔE to the lowest compared entry with this formula, charge and spin = 0.0 kcal per mole
Kohn-Sham gap = 4.35 eV
charge = +1

Each line ends with the Löwdin charge.
Positions of all 96 atoms, in Å:
H -2.2100 -3.7811 -2.4365  0.13
C 3.1167 -3.2001 0.3505  0.01
H -0.5672 -1.2679 -3.8847  0.08
C 1.7836 2.2227 -0.9680  -0.79
C 0.2304 1.9128 -4.7508  -0.11
C 1.0417 -6.7501 1.0810  -0.28
C -3.3785 2.3191 1.3396  0.04
H -1.9949 -2.0399 3.1967  0.12
C -0.2314 -6.2864 1.4019  -0.02
O -0.4627 -0.8509 1.4532  -0.20
C -0.5458 1.0305 2.8901  -0.13
N -4.4747 2.5297 3.6919  0.15
C -1.0035 1.6123 4.1009  0.03
C -1.7283 -1.0205 3.4433  0.00
N 2.5093 3.1020 -1.6771  0.12
H 3.0992 -5.2887 -0.0973  0.13
H -0.7462 2.6379 4.3373  0.12
C 0.4996 -0.7001 -5.6444  -0.07
O -2.7410 4.0969 5.1276  -0.37
C -0.6074 -2.8752 -1.3610  -0.27
C -2.1775 -0.4103 4.6003  0.00
H -7.7631 1.1664 4.9093  0.12
H 2.8462 -1.0686 0.6356  0.12
H -2.8294 -0.9607 5.2679  0.13
H -3.4134 3.3095 1.7712  0.14
C -0.3052 0.8704 -3.9903  -0.37
C -6.8125 1.5333 4.5364  -0.10
C -5.2867 1.8999 -2.3512  -0.06
C -1.2522 -3.9227 -1.9541  0.05
N 1.2240 -1.9156 -0.2951  -0.07
H 2.9989 -7.2184 1.8050  0.12
C -5.1468 1.6970 2.9005  -0.23
C 0.8909 1.6521 -5.9440  -0.07
N 1.2377 2.5452 0.1545  0.01
N -6.1220 2.3139 5.3503  0.15
N 1.3908 -7.2943 -0.1943  0.10
S 1.6811 0.5719 -1.5529  0.78
C -0.4786 -5.7878 2.6695  -0.11
N 0.5188 1.5132 0.7337  -0.21
H 0.6069 2.7526 2.3489  0.15
N 1.1227 -6.7149 -1.2526  0.10
H 2.5819 -6.2466 4.0558  0.11
H -3.5348 3.0200 -1.8641  0.10
H -6.8634 0.5627 -2.9203  0.11
C -0.6463 -5.1960 -1.9089  0.01
C -5.7939 0.6989 -2.8258  -0.07
C 0.5451 -5.4029 -1.2631  -0.21
O -4.6951 4.9040 6.3528  -0.32
H -6.9324 0.4860 2.6397  0.11
Si -1.1929 1.2855 -2.4047  0.71
H 0.6011 -1.7192 -5.9950  0.11
C 2.0383 -6.7832 2.0497  -0.03
C -1.8304 0.9053 4.9340  -0.02
N -2.1407 0.6681 0.1543  -0.13
C -3.1593 -0.1929 0.3393  -0.10
H 0.1257 2.9403 -4.4183  0.10
H -1.4683 -5.4439 2.9371  0.10
C -4.9622 2.7862 4.8908  -0.33
C 0.2298 1.7946 2.0019  -0.01
C -4.3237 1.3685 1.7166  -0.10
C 1.2748 -4.3056 -0.7246  -0.07
H -2.8941 -0.9434 -3.3914  0.09
H 2.6655 4.0236 -1.3035  0.12
H 4.0970 -3.2053 0.8040  0.12
C -3.9148 2.0742 -2.2348  -0.11
C -2.3288 1.9444 0.5520  -0.14
O -3.5692 2.8124 7.0189  -0.35
H -5.9579 2.7036 -2.0773  0.11
C -6.3606 1.1543 3.2689  0.01
C -4.9292 -0.3218 -3.1987  -0.07
C -3.0321 1.0513 -2.5881  -0.32
C -3.5596 -0.1451 -3.0823  -0.10
H 1.5437 0.1416 -7.3184  0.11
C -4.2685 0.1260 1.0960  0.04
H -0.8767 2.6567 -1.9345  0.02
C 1.8035 -6.2493 3.3058  -0.10
C 1.0289 0.3456 -6.3888  -0.07
H -3.0205 -1.1928 -0.0425  0.12
H -1.1485 -6.0417 -2.3606  0.13
O -1.0645 -1.5929 -1.3105  -0.28
C 0.6578 -3.0502 -0.7778  -0.15
W -0.1882 -0.1874 -0.3688  1.49
H 1.2916 2.4697 -6.5291  0.11
H -4.9975 -0.6447 1.3068  0.13
C -0.1614 -0.4387 -4.4547  -0.12
H 2.8977 2.8589 -2.5695  0.10
C 2.4211 -1.9900 0.2604  -0.09
H -1.0379 -6.3434 0.6863  0.12
Br 0.2118 -5.0026 5.3074  0.77
C -0.9279 -0.2972 2.5709  -0.30
H -5.3255 -1.2498 -3.5908  0.11
H -1.5703 2.6599 0.2756  0.10
H -2.2310 1.3688 5.8259  0.10
S -3.8748 3.7804 5.9835  0.41
C 2.5567 -4.3527 -0.1422  0.05
C 0.5472 -5.7406 3.6020  -0.69

No. 3
The following is a DFT calculation (ωB97M-V/def2-TZVPD) of C17H24N4O5 in the gas phase in a non-equilibrium geometry.

Summary:
HOMO level = -0.323 Ha
SMILES = CNC(=O)[C@@H](Cc1ccc(O)cc1)NC(=O)[C@@H](CCC(N)=O)NC(C)=O
ΔE to the lowest compared entry with this formula, charge and spin = 0.0 kcal per mole
Kohn-Sham gap = 9.29 eV
charge = 0

Each line ends with the natural charge from an NBO analysis.
Positions of all 50 atoms, in Å:
C -3.1725 1.6855 -0.8770  -0.18
C 3.0405 -2.5568 -1.0362  -0.39
N 2.8823 0.3668 -3.4597  -0.80
H -2.7644 0.6587 1.8222  0.40
H -0.9187 -0.7872 -1.3259  0.23
H 1.3988 0.0742 0.9486  0.44
H -2.1570 2.3584 3.8651  0.21
C 2.6369 -2.1172 0.3853  -0.12
C -4.9457 -0.4789 -0.7558  -0.26
C -0.8470 1.0734 1.5390  0.67
N 0.6883 -0.6381 0.7004  -0.61
C -4.5675 1.9352 -0.9490  -0.29
O 2.9076 -0.9103 3.0131  -0.62
N 3.4632 -0.9837 0.8251  -0.66
C 1.1106 -1.8571 0.3956  0.67
C -3.5601 -0.6889 -0.7821  -0.20
O 0.0897 1.8420 1.7168  -0.64
O 4.2998 -0.0224 -1.7880  -0.66
H 4.7938 0.7484 3.3837  0.24
H 4.1139 -2.6561 -1.0533  0.22
H -3.5176 2.5917 2.7505  0.21
C -0.7248 -0.1938 0.6685  -0.12
C -2.4361 2.4520 2.8029  -0.41
H -2.0507 3.3317 2.3487  0.21
H 2.6547 -3.5647 -1.1505  0.24
H 3.4274 1.1748 -3.7007  0.41
C 2.5722 -1.6960 -2.2166  -0.52
O -6.8164 1.0185 -0.7725  -0.68
H 2.0096 0.1165 -3.9080  0.40
H -5.6558 -1.3284 -0.7450  0.23
C 3.3052 -0.3789 -2.4409  0.68
H 2.6748 -2.2586 -3.1290  0.24
C -5.4719 0.8383 -0.8243  0.30
H -7.1341 1.7643 -1.3121  0.49
H -1.3713 -1.0315 1.0307  0.23
H -0.6406 0.9529 -1.1044  0.21
H 1.5260 -1.5188 -2.1044  0.23
O 0.2940 -2.7276 0.1198  -0.67
C -1.1881 0.0798 -0.7546  -0.42
C -2.6744 0.3709 -0.8078  -0.06
C 3.6011 -0.5219 2.0944  0.68
N -2.0261 1.2961 2.0833  -0.59
C 4.6986 0.5061 2.3035  -0.71
H 2.8351 -2.9929 1.0295  0.24
H -2.4735 2.4883 -0.9147  0.21
H -3.1851 -1.6847 -0.7283  0.22
H 4.1092 -0.5921 0.1470  0.43
H 4.4419 1.3986 1.7608  0.23
H -4.9265 2.9364 -1.0565  0.21
H 5.6505 0.1269 1.9627  0.22

No. 4
The following is a DFT calculation (ωB97M-V/def2-TZVPD) of a gas-phase ion, C8H18IN2 (charge +1).

Summary:
HOMO level = -0.451 Ha
SMILES = CC(C)CN1CC[NH2+]C[C@H]1I
ΔE to the lowest compared entry with this formula, charge and spin = 21.8 kcal per mole
Kohn-Sham gap = 9.10 eV
charge = +1

Each line ends with the natural charge from an NBO analysis.
Positions of all 29 atoms, in Å:
C -2.4900 -0.3992 2.4345  -0.60
C -0.8173 -1.0177 0.7224  -0.21
H 1.9781 -0.4498 -3.0055  0.45
H -0.3433 1.7808 0.7658  0.18
H 3.5258 -0.4078 -0.7496  0.24
H -0.3060 1.2224 2.4557  0.21
C -0.9432 1.3885 1.5873  -0.61
H 2.3792 -1.6752 -1.2590  0.24
H -1.6492 2.1730 1.8561  0.23
I -0.6412 -1.5964 -3.0293  0.01
H 1.6441 0.7207 0.4707  0.19
C 2.4915 -0.6299 -0.9871  -0.23
H -3.2780 0.2903 2.7216  0.23
C -1.7058 0.1220 1.2279  -0.24
H 1.8289 -0.9352 1.0096  0.25
C 0.7697 0.8834 -2.0392  -0.28
N 2.0759 0.1826 -2.2047  -0.51
H -1.8192 -0.5509 3.2803  0.21
H 0.4391 1.2214 -3.0153  0.26
C 1.5385 -0.3245 0.1589  -0.23
H -1.4632 -1.7835 0.2875  0.22
H -0.3044 -1.4841 1.5634  0.21
H -2.9505 -1.3621 2.2130  0.22
H -2.4463 0.3562 0.4580  0.20
C -0.2443 -0.0710 -1.4537  -0.08
H 0.9142 1.7502 -1.3977  0.24
H -1.1948 0.4415 -1.3510  0.24
N 0.2066 -0.6951 -0.2733  -0.48
H 2.8051 0.8494 -2.4472  0.44